Computed, not measured: a 2-piece molecular cluster, C3H3N3O3 overall, with ωB97M-V with the def2-TZVPD basis set.

Summary:
Orbital gap (spin up / spin down) ... 7.882 / 7.881 eV
ΔE to the lowest compared entry with this formula, charge and spin ... 186.4 kcal/mol
Energy ... -13765.5720 eV

Last column: Löwdin charge in e.
Element x y z (Å)
C: 1.517 -1.563 0.921  -0.1385
C: -0.108 -0.635 -0.181  -0.0649
C: -0.177 1.310 1.479  -0.0677
N: 0.649 -1.660 -0.171  0.1152
N: 1.234 -0.569 1.686  0.1147
N: 0.287 0.132 0.987  -0.0354
O: -0.378 2.190 2.183  0.2866
O: 0.041 1.494 -1.760  -0.1643
O: -0.861 1.853 -0.708  -0.3058
H: 2.281 -2.182 1.188  0.0891
H: -0.835 -0.326 -0.888  0.1131
H: 0.547 2.293 -1.805  0.0579

---

Computed, not measured: one molecule with the formula C3H3N3OS, with ωB97M-V with the def2-TZVPD basis set.

Summary:
Orbital gap ... 9.360 eV
ΔE to the lowest compared entry with this formula, charge and spin ... 100.9 kcal/mol
Energy ... -20509.0036 eV
SMILES ... O/N=C\c1cnns1

Last column: Löwdin charge in e.
Element x y z (Å)
O: 0.584 0.895 1.986  -0.2463
N: 0.918 -0.463 1.974  -0.0046
C: 0.638 -0.853 0.747  -0.1488
C: -0.020 -0.049 -0.307  -0.4714
C: -0.420 -0.603 -1.546  -0.1650
N: -1.061 0.334 -2.340  -0.0871
N: -1.042 1.540 -1.819  -0.4026
S: -0.374 1.625 -0.390  1.0615
H: 0.301 1.167 3.039  0.2176
H: 0.856 -1.872 0.473  0.1074
H: -0.380 -1.720 -1.815  0.1393

---

Computed, not measured: one molecule with the formula C3H3N3OS, with ωB97M-V with the def2-TZVPD basis set.

Summary:
Orbital gap ... 9.332 eV
ΔE to the lowest compared entry with this formula, charge and spin ... 98.8 kcal/mol
Energy ... -20509.0933 eV
SMILES ... C=NS/C(C#N)=N\O

Last column: Löwdin charge in e.
Element x y z (Å)
C: 2.940 -0.614 -0.088  -0.1047
N: 1.804 -0.025 -0.046  -0.3763
S: 0.411 -1.004 0.095  0.9927
C: -0.878 0.217 0.001  -0.5965
C: -2.173 -0.419 -0.032  -0.2548
N: -3.179 -0.985 -0.074  0.1698
N: -0.889 1.502 -0.008  0.0069
O: 0.252 2.202 0.032  -0.0221
H: 3.079 -1.697 -0.038  0.0718
H: 3.842 0.017 -0.157  0.0868
H: 0.994 1.573 0.034  0.0265

---

Computed, not measured: one molecule with the formula C3H3N3S, with ωB97M-V with the def2-TZVPD basis set.

Summary:
Orbital gap ... 7.689 eV
ΔE to the lowest compared entry with this formula, charge and spin ... 71.7 kcal/mol
Energy ... -18461.9747 eV
SMILES ... S=Cn1cnnc1

Last column: Löwdin charge in e.
Element x y z (Å)
S: 1.791 1.850 1.521  0.4919
C: 1.226 0.631 0.331  -0.6174
N: 0.177 -0.023 0.077  -0.1338
C: -1.152 0.139 0.677  -0.0953
N: -2.031 -0.427 -0.051  0.0016
N: -1.455 -0.983 -1.153  0.0310
C: -0.048 -0.877 -1.013  -0.0206
H: 2.063 0.480 -0.487  0.1029
H: -1.305 0.401 1.731  0.1344
H: 0.735 -1.191 -1.633  0.1052

---

Computed, not measured: one molecule with the formula C3H3N3S, with ωB97M-V with the def2-TZVPD basis set.

Summary:
Orbital gap ... 8.432 eV
ΔE to the lowest compared entry with this formula, charge and spin ... 72.4 kcal/mol
Energy ... -18461.9415 eV
SMILES ... S/C=C1/C=NN=N1

Last column: Löwdin charge in e.
Element x y z (Å)
S: 2.239 0.961 0.401  0.8090
C: 0.795 0.079 0.796  -0.4215
C: -0.233 0.148 -0.070  -0.4329
C: -1.404 -0.630 -0.218  -0.1651
N: -1.909 -0.686 -1.455  0.0505
N: -0.929 0.208 -2.159  -0.0065
N: -0.028 0.658 -1.381  -0.0054
H: 2.802 0.901 1.699  -0.0758
H: 0.573 -0.302 1.833  0.1109
H: -1.907 -1.336 0.554  0.1368

---

Computed, not measured: one molecule with the formula C3H3N3S3, with ωB97M-V with the def2-TZVPD basis set.

Summary:
Orbital gap ... 8.008 eV
ΔE to the lowest compared entry with this formula, charge and spin ... 0.0 kcal/mol
Energy ... -40134.4501 eV
SMILES ... S=c1nc(S)[nH]c(=S)[nH]1

Last column: Löwdin charge in e.
Element x y z (Å)
S: 3.064 -1.506 -0.218  0.6639
C: 1.538 -0.865 -0.139  -0.8217
N: 0.348 -1.511 -0.180  0.0282
C: -0.768 -0.947 0.025  -0.7050
S: -2.294 -1.802 -0.283  0.8438
N: -0.853 0.461 0.199  -0.0163
C: 0.247 1.310 0.062  -0.7972
S: 0.079 2.991 -0.357  0.5412
N: 1.451 0.592 0.190  0.0408
H: -3.168 -0.735 -0.004  -0.0906
H: -1.860 0.836 0.725  0.2312
H: 2.216 1.178 -0.019  0.0817

---

Computed, not measured: an isolated ion of composition C3H3N4O and charge +1, with ωB97M-V with the def2-TZVPD basis set.

Summary:
Charge ... +1
Orbital gap ... 7.307 eV
ΔE to the lowest compared entry with this formula, charge and spin ... 130.4 kcal/mol
Energy ... -11151.1337 eV
SMILES ... C/N=N\N=C=C=[N+]=O

Last column: Löwdin charge in e.
Element x y z (Å)
C: 0.929 0.798 1.789  -0.0301
N: 0.708 -0.562 2.088  0.0572
N: 0.162 -1.288 1.272  0.0357
N: -0.288 -1.025 0.157  0.1434
C: -0.712 -0.836 -0.946  0.1052
C: -0.943 -0.304 -2.053  0.0784
N: -1.289 -0.115 -3.177  0.0090
O: -1.422 0.174 -4.263  0.2920
H: 1.920 0.811 1.520  0.0793
H: 0.059 1.020 0.933  0.1549
H: 0.877 1.326 2.680  0.0751

---

Computed, not measured: one molecule with the formula C3H3NO, with ωB97M-V with the def2-TZVPD basis set.

Summary:
Orbital gap ... 9.727 eV
ΔE to the lowest compared entry with this formula, charge and spin ... 80.5 kcal/mol
Energy ... -6692.9995 eV
SMILES ... c1cnoc1

Last column: Löwdin charge in e.
Element x y z (Å)
C: 0.097 -0.255 0.882  -0.0391
C: 0.588 0.923 0.331  -0.0797
N: 0.123 1.042 -1.160  0.0281
O: -0.599 -0.034 -1.375  -0.1380
C: -0.752 -0.833 -0.338  -0.0833
H: 0.171 -0.800 1.862  0.0988
H: 1.195 1.807 0.572  0.0924
H: -0.822 -1.851 -0.774  0.1207

---

Computed, not measured: one molecule with the formula C3H3NO, with ωB97M-V with the def2-TZVPD basis set.

Summary:
Orbital gap ... 9.925 eV
ΔE to the lowest compared entry with this formula, charge and spin ... 40.2 kcal/mol
Energy ... -6694.7506 eV
SMILES ... Cc1nc1=O

Last column: Löwdin charge in e.
Element x y z (Å)
C: -1.165 -0.006 -0.042  -0.0290
C: 0.267 -0.008 0.105  -0.1469
N: 1.116 -0.994 0.454  0.2452
C: 1.704 0.176 0.006  -0.4053
O: 2.703 0.846 -0.211  0.0601
H: -1.727 0.208 0.916  0.1230
H: -1.309 -0.939 -0.504  0.0728
H: -1.589 0.717 -0.724  0.0801

---

Computed, not measured: one molecule with the formula C3H3NO, with ωB97M-V with the def2-TZVPD basis set.

Summary:
Orbital gap ... 10.242 eV
ΔE to the lowest compared entry with this formula, charge and spin ... 96.2 kcal/mol
Energy ... -6692.3185 eV
SMILES ... OCC1=C=N1

Last column: Löwdin charge in e.
Element x y z (Å)
O: 0.489 0.102 1.691  -0.0071
C: 0.547 0.188 0.347  -0.2545
C: 1.827 0.764 0.068  -0.3280
C: 2.859 1.398 0.744  0.0765
N: 2.909 0.951 -0.577  0.1638
H: 1.126 -0.483 1.987  0.0620
H: 0.244 -0.682 -0.245  0.1381
H: -0.248 0.930 0.258  0.1492

---

Computed, not measured: one molecule with the formula C3H3NO, with ωB97M-V with the def2-TZVPD basis set.

Summary:
Orbital gap ... 10.261 eV
ΔE to the lowest compared entry with this formula, charge and spin ... 86.7 kcal/mol
Energy ... -6692.7322 eV
SMILES ... O=CN1C=C1

Last column: Löwdin charge in e.
Element x y z (Å)
O: 0.174 1.406 -0.925  0.0507
C: -0.720 0.928 -0.299  -0.3655
N: -0.663 -0.370 0.208  -0.0357
C: 0.658 -0.988 -0.307  0.0585
C: 0.607 -0.659 0.921  0.0084
H: -1.746 1.418 -0.147  0.1416
H: 0.726 -1.366 -1.240  0.0807
H: 0.963 -0.369 1.789  0.0612

---

Computed, not measured: one molecule with the formula C3H3NO, with ωB97M-V with the def2-TZVPD basis set.

Summary:
Orbital gap ... 9.212 eV
ΔE to the lowest compared entry with this formula, charge and spin ... 90.7 kcal/mol
Energy ... -6692.5606 eV
SMILES ... O=CN1C=C1

Last column: Löwdin charge in e.
Element x y z (Å)
O: -2.164 -0.356 -0.235  0.0185
C: -1.321 0.497 -0.005  -0.3634
N: -0.021 0.203 0.389  -0.0544
C: 0.813 -1.042 -0.028  0.0807
C: 1.327 0.163 -0.134  0.0042
H: -1.362 1.617 0.234  0.1396
H: 0.831 -2.016 0.350  0.0813
H: 1.897 0.935 -0.571  0.0937